Computed, not measured: a molecular structure, C30H41O6S2SbSi3Tl, with the ωB97M-V functional and the def2-TZVPD basis.

XYZ file:
```
84
Properties=species:S:1:pos:R:3:forces:R:3
Tl -1.754491 2.630130 0.490843 0.0 0.0 -0.1
O -1.792495 -3.137327 2.329392 0.0 0.0 0.0
S -0.760717 0.090379 3.058984 -0.2 -0.1 0.0
O -0.865146 0.934893 4.218210 0.0 0.0 -0.1
O -1.767122 0.332292 2.029109 0.0 -0.2 0.2
C 0.590769 -1.962567 0.494383 0.2 0.2 0.0
C 0.871180 -3.292366 0.828621 -0.1 0.1 0.0
C 2.014854 -3.654630 1.514616 0.1 0.0 0.0
C 2.940118 -2.687529 1.882404 0.0 0.0 0.0
C 2.697369 -1.365889 1.568861 0.0 0.0 -0.1
C 1.536306 -1.003783 0.883515 -0.2 -0.2 0.1
S 1.326342 0.765606 0.739315 -0.1 0.1 0.4
O 0.775728 1.162890 2.083743 0.3 -0.2 -0.2
O 2.635174 1.326105 0.543763 -0.1 -0.3 -0.1
O 0.342260 1.014911 -0.301664 0.0 0.0 -0.2
H 0.165590 -4.064914 0.552099 0.0 0.0 0.0
H 2.185689 -4.696047 1.760217 0.0 0.0 0.0
H 3.842996 -2.962329 2.412915 0.0 0.0 0.0
H 3.400640 -0.589523 1.839709 0.0 0.0 0.0
C -2.349758 -4.211682 -3.019010 0.0 0.0 0.1
Si -0.751597 -3.434391 -2.373154 -0.1 0.1 -0.4
C -0.044539 -2.445516 -3.817597 0.0 0.0 0.1
C 0.446817 -4.854788 -2.063751 0.0 0.0 0.2
Sb -1.235113 -1.574996 -0.639197 0.0 -0.2 0.2
Si -3.386335 1.200665 -1.925501 0.0 0.0 -0.2
C -1.888545 1.435765 -3.060431 0.0 0.0 0.1
C -4.316322 -0.329676 -2.568367 0.0 0.0 0.1
C -4.587795 2.634354 -2.234458 0.0 0.0 0.1
Si -2.725263 -2.955429 0.964303 0.1 0.0 0.2
C -2.222324 -3.766875 3.515254 0.0 0.0 0.0
C -3.265619 -4.666558 0.398915 0.0 0.0 -0.1
C -4.287623 -2.027623 1.415635 0.0 0.0 -0.1
H -2.191912 -4.566900 -4.041464 0.0 0.0 0.0
H -3.175761 -3.497471 -3.038229 0.0 0.0 0.0
H -2.661319 -5.061047 -2.409570 0.0 0.0 0.0
H 0.273285 -3.101974 -4.632889 0.0 0.0 0.0
H 0.813155 -1.841844 -3.511231 0.0 0.0 0.0
H -0.798467 -1.756409 -4.206697 0.0 0.0 0.0
H 0.693429 -5.285161 -3.038731 0.0 0.0 0.0
H 0.006181 -5.639554 -1.444561 0.0 0.0 0.0
H 1.371892 -4.531257 -1.586268 0.0 0.0 0.0
H -1.652891 0.496493 -3.565066 0.0 0.0 0.0
H -0.990412 1.735070 -2.516789 0.0 0.0 0.0
H -2.098983 2.195415 -3.818678 0.0 0.0 0.0
H -3.619962 -1.137859 -2.799764 0.0 0.0 0.0
H -4.842598 -0.061557 -3.491281 0.0 0.0 0.0
H -5.056222 -0.712821 -1.863779 0.0 0.0 0.0
H -4.212755 3.585105 -1.851512 0.0 0.0 0.0
H -5.554076 2.443949 -1.761948 0.0 0.0 0.0
H -4.751236 2.741528 -3.312273 0.0 0.0 0.0
H -1.445953 -4.455190 3.856549 0.0 0.0 0.0
H -3.148471 -4.336467 3.379408 0.0 0.0 0.0
H -2.391134 -3.021168 4.296797 0.0 0.0 0.0
H -2.418828 -5.331880 0.218196 0.0 0.0 0.0
H -3.848239 -4.604704 -0.522616 0.0 0.0 0.0
H -3.907550 -5.117172 1.161878 0.0 0.0 0.0
H -4.036967 -1.140837 1.996162 0.0 0.1 0.0
H -4.952289 -2.666201 2.005836 0.0 0.0 0.0
H -4.834207 -1.698613 0.530042 0.0 0.0 0.0
C -0.417521 4.300584 1.510674 -0.1 0.1 0.0
C 0.809304 4.229709 1.310600 0.0 0.0 0.0
C 2.174689 4.159392 1.087643 0.0 0.1 0.0
C 2.657454 4.250911 -0.292458 0.0 0.1 0.0
C 3.817230 3.587166 -0.713811 0.1 0.1 0.0
C 4.234981 3.652947 -2.032160 0.0 0.0 0.0
C 3.507883 4.378161 -2.967532 0.0 0.0 0.0
C 2.342892 5.022236 -2.569657 0.0 0.0 0.0
C 1.919170 4.954172 -1.254042 0.0 0.0 0.1
C 3.077709 3.993162 2.227539 0.0 0.1 0.0
C 4.402601 4.449431 2.198962 0.0 0.0 0.0
C 5.225259 4.322578 3.306620 0.0 0.0 0.0
C 4.747408 3.740765 4.473001 0.0 0.0 0.0
C 3.429029 3.301493 4.521866 0.0 0.0 0.0
C 2.602817 3.430522 3.420800 0.0 0.0 0.0
H 4.364380 2.979744 -0.006179 0.0 0.0 0.0
H 5.126601 3.117944 -2.335786 0.0 0.0 0.0
H 3.838862 4.430984 -3.997277 0.0 0.0 0.0
H 1.757475 5.578327 -3.292153 0.0 0.0 0.0
H 1.007176 5.448079 -0.942418 0.0 0.0 0.0
H 4.781761 4.930024 1.306799 0.0 0.0 0.0
H 6.243114 4.691548 3.261260 0.0 0.0 0.0
H 5.392602 3.636747 5.336733 0.0 0.0 0.0
H 3.039224 2.854771 5.428378 0.0 0.0 0.0
H 1.579162 3.083578 3.459400 0.0 0.0 0.0
```
Positions in Å, forces in eV/Å.

Summary:
LUMO (spin up / spin down) (eV): 2.09 / 2.12
Max |F| (eV Å⁻¹): 0.461
Electronic energy (eV): -100595.796
Total charge: -1
Highest occupied orbital energy (spin up / spin down) (eV): -3.683 / -3.576
Molecular weight (g mol⁻¹): 972.19
Energy relative to the best compared isomer or geometry (same formula, charge and spin) (kJ/mol): 103.2